*i*
44
Properties=species:S:1:pos:R:3:lowdin_charge:R:1 method="wB97M-V/def2-TZVPD" homo_ev=-8.269 smiles="COc1ccccc1CNC(=O)COc1ccc2c(c1)CCC2" gap_ev=8.99 mol_weight_g_mol=311.38 lumo_ev=0.73
C 2.62 -1.43 0.71 -0.070
H 2.96 -2.36 0.26 0.099
O 1.28 -1.66 1.09 -0.093
C 0.59 -0.66 1.71 -0.224
C 1.11 0.60 1.97 -0.019
C 0.33 1.56 2.60 -0.099
C -0.97 1.27 2.97 -0.093
C -1.49 0.01 2.71 -0.027
C -0.73 -0.96 2.09 -0.131
C -1.28 -2.33 1.82 -0.100
N -1.28 -2.63 0.40 0.093
C -2.34 -2.39 -0.39 -0.501
O -3.46 -2.15 0.01 0.064
C -2.02 -2.51 -1.88 -0.095
O -0.67 -2.29 -2.21 -0.053
C -0.17 -1.02 -2.03 -0.258
C 1.14 -0.84 -2.48 -0.013
C 1.77 0.39 -2.35 -0.037
C 1.08 1.44 -1.77 -0.199
C -0.22 1.25 -1.32 -0.174
C -0.86 0.03 -1.45 0.053
H -1.87 -0.08 -1.08 0.124
C -0.77 2.52 -0.75 -0.115
H -1.47 2.97 -1.45 0.122
H -1.30 2.35 0.19 0.106
C 0.48 3.40 -0.56 -0.164
H 0.85 3.29 0.46 0.087
H 0.27 4.46 -0.73 0.106
C 1.53 2.85 -1.55 -0.127
H 1.50 3.40 -2.50 0.117
H 2.54 2.92 -1.16 0.112
H 2.78 0.52 -2.71 0.116
H 1.65 -1.68 -2.93 0.118
H -2.23 -3.54 -2.20 0.141
H -2.69 -1.84 -2.44 0.140
H -0.37 -2.73 -0.02 0.131
H -2.32 -2.39 2.16 0.124
H -0.68 -3.09 2.33 0.132
H -2.51 -0.22 2.98 0.117
H -1.58 2.02 3.45 0.102
H 0.75 2.53 2.82 0.104
H 2.12 0.85 1.68 0.108
H 2.68 -0.62 -0.02 0.078
H 3.24 -1.20 1.58 0.099



*ii*
44
Properties=species:S:1:pos:R:3:lowdin_charge:R:1 method="wB97M-V/def2-TZVPD" homo_ev=-8.442 smiles="Cc1ccc(C(C)C)c(OCCn2c(=O)oc3ccccc32)c1" gap_ev=9.08 mol_weight_g_mol=311.38 lumo_ev=0.64
C -3.38 -3.71 1.06 -0.051
C -3.46 -2.28 0.59 -0.279
C -4.67 -1.71 0.24 -0.047
C -4.72 -0.39 -0.18 -0.027
C -3.58 0.39 -0.27 -0.141
C -2.36 -0.20 0.08 -0.191
C -2.31 -1.52 0.50 0.019
H -1.37 -1.97 0.78 0.111
O -1.25 0.61 -0.03 -0.050
C 0.00 0.10 0.36 -0.170
C 1.01 1.24 0.20 -0.078
N 2.36 0.79 0.40 0.043
C 3.04 0.93 1.60 -0.476
O 2.63 1.47 2.59 0.134
O 4.26 0.36 1.46 0.166
C 4.36 -0.14 0.20 -0.178
C 5.41 -0.81 -0.39 0.007
C 5.23 -1.22 -1.71 -0.089
C 4.05 -0.97 -2.39 -0.090
C 2.99 -0.30 -1.79 -0.008
C 3.16 0.11 -0.49 -0.146
H 2.07 -0.10 -2.33 0.112
H 3.95 -1.30 -3.41 0.103
H 6.03 -1.74 -2.21 0.102
H 6.32 -1.00 0.14 0.119
H 0.92 1.67 -0.81 0.139
H 0.80 2.02 0.94 0.140
H 0.30 -0.74 -0.28 0.134
H -0.01 -0.24 1.40 0.142
C -3.65 1.82 -0.73 -0.375
C -4.50 2.66 0.22 -0.061
H -4.50 3.70 -0.08 0.076
H -5.53 2.31 0.23 0.074
H -4.11 2.59 1.24 0.083
C -4.19 1.91 -2.16 -0.062
H -5.21 1.55 -2.21 0.073
H -4.17 2.95 -2.50 0.076
H -3.58 1.31 -2.83 0.082
H -2.63 2.22 -0.72 0.128
H -5.68 0.04 -0.45 0.112
H -5.58 -2.29 0.30 0.107
H -2.68 -4.27 0.44 0.081
H -4.35 -4.19 1.02 0.073
H -3.01 -3.75 2.08 0.083



Which is most stable, and by how much? *ii*, by 7.9 kcal/mol.



*i*
14
Properties=species:S:1:pos:R:3:lowdin_charge:R:1 method="wB97M-V/def2-TZVPD" homo_ev=-8.433 smiles="C=C1CCSC1" gap_ev=9.42 mol_weight_g_mol=100.19 lumo_ev=0.99
C 0.85 -1.81 0.03 0.032
C 0.30 -0.61 0.09 -0.406
C -1.04 -0.22 -0.40 -0.170
C -0.95 1.34 -0.51 -0.496
C 1.05 0.46 0.82 -0.403
H 0.35 -2.65 -0.62 0.110
H 1.85 -1.97 0.34 0.045
H -1.46 -0.64 -1.26 0.100
H -1.70 -0.48 0.37 0.100
H -1.87 1.85 -0.30 0.047
H -0.70 1.62 -1.54 0.067
H 1.01 0.45 1.94 0.075
H 2.10 0.52 0.41 0.093
S 0.21 2.14 0.62 0.805



*ii*
14
Properties=species:S:1:pos:R:3:lowdin_charge:R:1 method="wB97M-V/def2-TZVPD" homo_ev="-9.162 / -9.162" gap_ev="9.00 / 9.00" mol_weight_g_mol=100.19 lumo_ev="-0.16 / -0.16"
C -2.99 -0.61 0.00 -0.081
C -1.88 -0.47 -0.46 -0.066
C 0.49 0.51 1.00 -0.143
C 0.92 0.09 -1.46 -0.114
C 0.35 -0.41 -0.13 -0.720
S 0.79 -2.10 0.22 0.810
H -4.03 -0.71 -0.21 -0.014
H 0.49 -0.05 1.91 0.066
H -0.26 1.26 1.04 0.079
H 1.44 0.98 0.96 0.084
H 0.12 0.84 -1.78 0.116
H 1.82 0.48 -1.26 0.028
H 1.03 -0.74 -2.16 0.077
H 0.26 -2.24 1.42 -0.120



Which is most stable, and by how much? *i*, by 90.4 kcal/mol.



*i*
14
Properties=species:S:1:pos:R:3:lowdin_charge:R:1 method="wB97M-V/def2-TZVPD" homo_ev="-8.471 / -7.345" gap_ev="8.29 / 7.20" mol_weight_g_mol=100.19 lumo_ev="-0.18 / -0.14"
C -1.45 -0.82 2.11 0.000
C -0.04 0.03 0.07 -0.069
C 0.90 0.09 -0.77 -0.580
C -1.11 0.10 0.99 -0.318
C 0.99 0.29 -2.22 -0.147
S 2.74 0.11 -0.01 0.638
H -2.15 -0.36 2.89 0.069
H -1.95 -0.28 0.37 0.124
H -1.35 1.25 1.24 0.167
H -1.93 -1.76 1.79 0.046
H 1.96 0.60 -2.52 0.027
H 0.12 1.07 -2.54 0.137
H 0.65 -0.71 -2.68 0.106
H 2.63 0.40 1.28 -0.198



*ii*
14
Properties=species:S:1:pos:R:3:lowdin_charge:R:1 method="wB97M-V/def2-TZVPD" homo_ev=-8.589 smiles="S=CCC1CC1" gap_ev=8.55 mol_weight_g_mol=100.19 lumo_ev=-0.04
C -1.07 0.30 0.18 -0.672
C -0.01 -0.77 0.05 -0.204
C 1.39 -0.26 0.43 -0.266
C 2.23 0.93 -0.05 -0.147
C 2.61 -0.40 -0.39 -0.176
H -0.66 1.29 0.14 0.038
H -0.12 -1.16 -0.86 0.070
H -0.35 -1.49 0.69 0.076
H 1.54 -0.40 1.49 0.124
H 2.73 1.48 0.74 0.099
H 1.83 1.64 -0.81 0.115
H 3.40 -0.84 0.34 0.140
H 2.74 -0.73 -1.40 0.103
S -2.62 0.09 -0.10 0.697



Which is most stable, and by how much? *ii*, by 84.0 kcal/mol.



*i*
14
Properties=species:S:1:pos:R:3:lowdin_charge:R:1 method="wB97M-V/def2-TZVPD" homo_ev=-8.371 smiles="C[C@H]1C=CCS1" gap_ev=9.33 mol_weight_g_mol=100.19 lumo_ev=0.96
C -2.05 -0.38 0.36 -0.160
C -0.78 -0.19 -0.54 -0.653
C 1.91 -0.56 0.12 -0.489
C 1.29 0.81 0.17 -0.211
C 0.01 1.03 -0.15 -0.151
H -2.81 -1.18 -0.09 0.103
H -2.35 0.87 0.31 0.125
H -1.79 -0.48 1.54 0.107
H -1.03 -0.30 -1.54 0.062
H 2.72 -0.47 -0.81 0.130
H 2.63 -1.05 0.92 0.101
H 2.14 1.50 0.35 0.110
H -0.28 1.98 -0.54 0.097
S 0.37 -1.55 -0.09 0.827



*ii*
14
Properties=species:S:1:pos:R:3:lowdin_charge:R:1 method="wB97M-V/def2-TZVPD" homo_ev=-8.636 smiles="S=CCC1CC1" gap_ev=8.53 mol_weight_g_mol=100.19 lumo_ev=-0.10
C 1.07 1.57 0.73 -0.636
C 0.76 0.07 1.01 -0.200
C 0.00 -0.84 0.01 -0.299
C -0.29 -0.65 -1.47 -0.115
C -1.32 -0.41 -0.42 -0.184
H 1.64 1.95 1.50 0.005
H 0.20 -0.04 1.90 0.100
H 1.69 -0.38 1.37 0.103
H 0.21 -1.92 0.25 0.147
H -0.52 -1.58 -1.93 0.088
H 0.12 0.14 -2.05 0.069
H -2.21 -1.06 -0.55 0.107
H -1.66 0.57 -0.15 0.065
S 0.30 2.58 -0.21 0.749



Which is most stable, and by how much? *ii*, by 8.4 kcal/mol.



*i*
31
Properties=species:S:1:pos:R:3:lowdin_charge:R:1 method="wB97M-V/def2-TZVPD" homo_ev=-12.261 charge=+1 smiles="C=C[C@](N)([NH3+])[C@@H]1CCc2ccccc21" gap_ev=9.49 mol_weight_g_mol=189.28 lumo_ev=-2.77
C -3.04 1.03 -0.45 -0.072
C -2.49 1.74 0.62 -0.045
C -2.70 -0.31 -0.74 -0.012
C -1.22 1.25 1.15 -0.008
C -1.54 -0.82 -0.21 -0.220
C -0.78 -0.02 0.66 -0.205
C 1.07 2.36 -0.32 0.049
C 1.79 1.49 0.31 -0.125
C -1.00 -2.21 -0.32 -0.109
C 0.32 -2.16 0.48 -0.128
C 0.48 -0.69 0.90 -0.153
C 1.79 0.05 0.02 -0.436
N 2.97 -0.72 0.18 0.111
N 1.24 -0.13 -1.40 0.232
H -3.85 1.44 -0.97 0.090
H -2.78 2.78 0.95 0.127
H -3.24 -0.87 -1.52 0.130
H -0.72 1.78 2.01 0.136
H 1.19 3.30 0.19 0.101
H 0.51 2.16 -1.22 0.084
H 2.30 1.74 1.19 0.117
H -1.74 -2.83 0.24 0.148
H -0.91 -2.69 -1.29 0.119
H 0.25 -2.74 1.37 0.118
H 1.19 -2.46 -0.01 0.080
H 0.73 -0.68 1.97 0.154
H 3.08 -1.55 0.79 0.130
H 3.68 -0.04 0.40 0.090
H 2.02 0.22 -1.96 0.173
H 0.48 0.67 -1.47 0.163
H 0.91 -1.10 -1.54 0.158



*ii*
31
Properties=species:S:1:pos:R:3:lowdin_charge:R:1 method="wB97M-V/def2-TZVPD" homo_ev=-12.636 charge=+1 smiles=Cc1ccccc1[C@]1([NH3+])[C@H]2CCCN21 gap_ev=9.54 mol_weight_g_mol=189.28 lumo_ev=-3.09
C -3.21 1.42 -0.53 -0.086
C -3.97 0.31 -0.23 -0.071
C -1.86 1.47 -0.41 0.000
C -3.29 -0.81 0.10 -0.042
C -1.15 0.31 0.00 -0.152
C -1.87 -0.83 0.13 -0.236
C 3.38 0.16 -0.21 -0.149
C 2.67 1.45 0.19 -0.132
C 2.36 -0.53 -1.17 -0.137
C 1.26 1.44 -0.29 -0.174
C 0.30 0.39 0.22 -0.257
C -1.17 -2.19 0.29 -0.050
N 1.13 0.26 -1.09 0.048
N 0.73 -0.37 1.39 0.298
H -3.76 2.26 -0.92 0.116
H -5.10 0.47 -0.04 0.155
H -1.33 2.41 -0.67 0.126
H -3.87 -1.74 0.31 0.137
H 4.39 0.22 -0.63 0.115
H 3.68 -0.50 0.69 0.124
H 2.72 1.54 1.28 0.125
H 3.26 2.17 -0.26 0.102
H 2.67 -0.44 -2.16 0.101
H 2.20 -1.59 -0.97 0.116
H 0.78 2.37 -0.64 0.149
H -1.27 -2.55 1.36 0.113
H -1.89 -2.91 -0.23 0.111
H -0.18 -2.24 -0.35 0.126
H 1.10 0.02 2.16 0.133
H 1.44 -1.04 1.19 0.143
H -0.15 -0.96 1.50 0.149



Which is most stable, and by how much? *i*, by 24.5 kcal/mol.



*i*
13
Properties=species:S:1:pos:R:3:lowdin_charge:R:1 method="wB97M-V/def2-TZVPD" homo_ev=-1.511 charge=-1 smiles="N/N=C/[C@@H]1CN1[O-]" gap_ev=6.05 mol_weight_g_mol=100.10 lumo_ev=4.54
C -0.71 -0.99 0.35 -0.315
C 0.63 -0.52 0.28 -0.237
C -1.79 -0.24 -0.42 -0.156
N 1.01 0.24 -0.68 -0.070
N -1.64 0.01 0.97 -0.318
N 2.33 0.83 -0.69 -0.066
O -1.29 1.19 1.39 -0.358
H -0.79 -1.90 1.02 0.115
H 1.27 -0.92 1.14 0.125
H -1.20 0.28 -1.21 0.083
H -2.51 -0.84 -0.95 0.062
H 2.37 1.28 0.25 0.059
H 2.31 1.58 -1.46 0.076



*ii*
13
Properties=species:S:1:pos:R:3:lowdin_charge:R:1 method="wB97M-V/def2-TZVPD" homo_ev="-1.869 / -1.872" charge=-1 gap_ev="6.54 / 6.55" mol_weight_g_mol=100.10 lumo_ev="4.68 / 4.68"
C 0.53 0.88 0.52 -0.201
C -0.73 0.34 0.59 -0.323
C 1.44 0.68 -0.68 -0.262
N -1.43 -0.03 -0.40 -0.133
N 2.27 -0.10 0.21 -0.161
N -2.46 -0.92 -0.14 -0.072
O 2.35 -1.39 0.10 -0.230
H 0.96 1.39 1.37 0.063
H -1.19 0.33 1.52 0.070
H 1.06 0.07 -1.55 0.111
H 1.78 1.64 -0.97 0.061
H -2.15 -1.56 0.52 0.013
H -2.44 -1.33 -1.09 0.065



*iii*
13
Properties=species:S:1:pos:R:3:lowdin_charge:R:1 method="wB97M-V/def2-TZVPD" homo_ev="-1.664 / -1.667" charge=-1 gap_ev="5.82 / 5.82" mol_weight_g_mol=100.10 lumo_ev="4.15 / 4.15"
C -1.07 -0.55 -0.37 -0.234
C 0.08 -1.19 0.44 -0.256
C -1.13 0.60 0.42 -0.435
N 1.37 -0.89 0.39 -0.010
N -0.74 1.79 0.22 0.047
N 1.86 0.12 -0.15 -0.317
O 3.06 0.49 -0.23 -0.251
H -0.83 -0.22 -1.43 0.110
H -1.94 -1.29 -0.54 0.113
H -0.14 1.67 -0.61 -0.002
H -0.01 -1.78 1.30 0.038
H 1.20 0.67 -0.77 0.112
H -1.71 0.58 1.31 0.085



Which is most stable, and by how much? *iii*, by 6.4 kcal/mol.